(1)
C33H34ClN5O3V as an isolated structure. Source: the OMol25 dataset; level of theory: ωB97M-V/def2-TZVPD.

Each line ends with the Mulliken spin population.
CARTESIAN COORDINATES (ANGSTROEM)
V -0.53364 -0.61333 -0.05264  2.105
C -0.21158 3.34989 2.79217  -0.001
N 0.53169 2.30582 2.10518  0.017
C 1.89957 2.72746 1.86173  -0.001
C 0.49495 1.04786 2.84289  0.013
C -0.87905 0.42542 2.86332  -0.028
C -1.62297 0.53318 4.03661  -0.015
C -2.90257 0.00411 4.13838  0.021
C -3.45098 -0.65307 3.04938  -0.014
C -2.71162 -0.76197 1.87809  0.030
C -1.42904 -0.22572 1.74572  -0.124
H 0.20168 3.56578 3.79016  0.000
H -1.25380 3.05551 2.91378  0.000
H -0.17364 4.27009 2.20709  0.000
H 2.44955 2.94027 2.79184  -0.001
H 1.90361 3.63446 1.25471  0.000
H 2.43788 1.94497 1.32296  0.000
H 0.84191 1.19053 3.88007  0.002
H 1.20439 0.37223 2.36280  -0.014
H -1.18635 1.04130 4.88936  0.000
H -3.46011 0.10028 5.06079  0.001
H -4.44042 -1.08744 3.11035  0.000
H -3.16117 -1.29939 1.04682  0.002
N 1.54583 -4.23840 3.34369  -0.001
C 1.84528 -3.34430 2.37182  -0.001
C 0.86831 -2.44174 1.90038  0.035
N 1.15098 -1.58670 0.93537  -0.128
C 2.39966 -1.57570 0.43291  0.032
C 3.34899 -2.43973 0.93295  -0.001
N 3.08408 -3.32389 1.89019  0.008
H 0.58496 -4.45140 3.54570  0.000
H 2.23724 -4.93670 3.55754  0.000
H -0.13985 -2.44627 2.29247  -0.020
H 2.61668 -0.87570 -0.36010  -0.001
H 4.35902 -2.42994 0.54208  0.000
C 1.91343 0.99039 -2.82932  -0.004
C 0.98906 1.52219 -1.77589  0.005
O 0.64672 0.73961 -0.87157  0.042
C 0.50072 2.89287 -1.82805  0.009
C 0.80577 3.72031 -2.91666  0.006
C 0.28965 5.00003 -2.97646  -0.002
C -0.52920 5.46439 -1.95224  0.006
C -0.82401 4.65527 -0.86197  -0.003
C -0.30995 3.37349 -0.79636  0.004
H 2.12614 -0.05759 -2.63477  0.000
H 2.84592 1.55829 -2.83007  0.001
H 1.46963 1.09335 -3.82014  0.001
H 1.43726 3.36794 -3.72047  0.000
H 0.52200 5.63798 -3.81772  0.000
H -0.93342 6.46696 -2.00303  0.000
H -1.45276 5.02679 -0.06380  0.000
H -0.47265 2.74673 0.07327  0.013
O -1.07424 -4.21534 0.31602  -0.001
C -0.55061 -3.50395 -0.50643  0.002
O -0.98468 -2.27283 -0.77794  -0.013
C 0.62284 -3.93873 -1.32705  0.013
C 1.31647 -5.07662 -0.93222  -0.001
C 2.46063 -5.46363 -1.61219  0.000
C 2.90388 -4.72518 -2.70130  0.000
C 2.20179 -3.59879 -3.11207  0.003
C 1.06749 -3.20252 -2.42161  -0.001
H 0.94934 -5.64081 -0.08499  0.000
H 3.00624 -6.34246 -1.29566  0.000
H 3.79189 -5.03329 -3.23756  0.000
H 2.53722 -3.03720 -3.97462  0.000
H 0.51447 -2.32597 -2.73612  0.001
Cl -4.60740 3.30169 -0.95781  0.000
C -3.79612 1.91158 -1.57072  -0.004
C -4.07414 1.41928 -2.83375  0.007
C -3.38186 0.29995 -3.26526  -0.005
C -2.43939 -0.27177 -2.43158  0.027
N -2.17149 0.21424 -1.21332  -0.045
C -2.84896 1.28231 -0.78313  0.031
H -4.81738 1.89875 -3.45603  0.000
H -3.57353 -0.13031 -4.23756  0.000
H -1.89035 -1.15902 -2.71725  -0.004
H -2.63590 1.63384 0.21884  -0.004

## Properties
2S+1 = 3
Total charge = +1
HOMO level (spin up / spin down) = -11.0 / -11.1 eV
Relative energy (zero: lowest compared OMol25 entry of this formula, charge and spin) = 1.033 eV


(2)
C33H34F5N4O3TeZn as an isolated structure. Source: the OMol25 dataset; level of theory: ωB97M-V/def2-TZVPD.

Each line ends with the Löwdin charge.
CARTESIAN COORDINATES (ANGSTROEM)
Zn -0.46224 -1.02756 0.63527  0.722
C 4.18578 0.27645 1.36013  0.015
C 4.07738 0.03304 -0.07625  -0.105
C 4.93210 0.61993 -1.04717  0.012
C 4.88976 0.21407 -2.36140  0.027
C 4.14127 -0.90691 -2.72220  -0.049
C 3.20582 -1.49061 -1.93412  -0.138
C 2.64321 -2.87075 -2.41876  -0.002
C 2.93342 -0.91811 -0.52594  -0.186
N 0.45580 -0.69607 -1.12579  0.055
C -0.18936 0.04022 -2.05425  -0.220
C 0.52353 0.40345 -3.31462  -0.005
C -1.54242 0.55568 -1.78063  -0.177
C -1.85851 1.95090 -2.44265  0.021
N -2.18762 0.14690 -0.69191  0.136
C -3.62593 0.21057 -0.54701  -0.189
C -4.51181 -0.66182 -1.30795  -0.188
C -4.02521 -1.62229 -2.40449  -0.044
C -5.90366 -0.62031 -1.16422  -0.040
C -6.46357 0.23778 -0.18703  -0.060
C -5.61423 1.00346 0.57378  -0.051
C -4.17804 0.96103 0.48721  -0.213
C -3.39997 1.77220 1.54021  -0.032
H 4.86697 1.05953 1.62815  0.096
H 4.57003 -0.70002 1.83511  0.141
H 3.21258 0.43734 1.78457  0.088
H 5.65527 1.35263 -0.66805  0.136
H 5.54534 0.67996 -3.05920  0.125
H 4.36812 -1.34778 -3.71508  0.145
H 3.41709 -3.67169 -2.40099  0.107
H 2.39075 -2.75336 -3.50004  0.097
H 1.80117 -3.28837 -1.86839  0.081
H 1.53841 -0.11463 -3.35639  0.090
H 0.66994 1.48529 -3.49448  0.097
H -0.00623 0.04493 -4.23463  0.124
H -2.17534 1.92885 -3.47252  0.079
H -0.95706 2.53169 -2.44472  0.065
H -2.64566 2.52518 -1.91150  0.101
H -3.01379 -1.95377 -2.22189  0.037
H -4.05633 -1.23621 -3.42780  0.082
H -4.76430 -2.43319 -2.36656  0.085
H -6.46698 -1.32586 -1.72782  0.103
H -7.54948 0.19043 0.02161  0.119
H -5.89521 1.50164 1.51054  0.114
H -3.06979 1.05581 2.34697  0.098
H -3.99118 2.62280 1.93428  0.083
H -2.51081 2.20960 1.01779  0.069
O -1.37756 5.89763 3.03460  0.097
C -0.14418 5.70027 2.43044  -0.434
O 0.66322 6.61778 2.34091  0.104
C 0.18405 4.29265 2.01657  -0.176
C -0.07197 3.25870 2.87334  -0.048
C 0.27568 1.95609 2.47579  -0.028
C 0.91940 1.70960 1.21848  -0.297
C 1.40790 2.89060 0.48248  -0.012
C 1.01281 4.14608 0.86274  -0.013
N 1.09051 0.42622 0.82522  -0.009
C 1.59686 0.02722 -0.49286  -0.271
C 2.84540 -2.07087 0.47238  -0.237
C 3.99167 -2.82819 0.79727  -0.003
C 4.01108 -3.65381 1.96682  -0.020
C 2.84237 -3.75406 2.67969  -0.032
C 1.73011 -3.04172 2.24194  -0.098
N 1.68861 -2.30767 1.12950  0.117
H -1.88578 5.09900 2.84847  0.092
H -0.55685 3.42560 3.89002  0.155
H 0.12204 1.12183 3.22240  0.130
H 2.07473 2.71324 -0.37430  0.096
H 1.34835 5.04890 0.37382  0.122
H 1.84326 0.89983 -1.13933  0.130
H 4.87995 -2.65158 0.20488  0.126
H 4.87380 -4.24414 2.14941  0.107
H 2.77173 -4.44877 3.52405  0.127
H 0.77552 -3.11581 2.80397  0.117
F -0.92467 -4.01241 1.59458  -0.395
Te -2.59304 -3.02490 1.50143  1.912
F -2.90890 -3.46148 3.29759  -0.352
F -3.34912 -4.72222 0.93538  -0.344
F -2.08790 -2.70642 -0.39541  -0.396
F -4.28881 -2.06804 1.45448  -0.336
O -1.71930 -1.53120 2.05413  -0.584

## Properties
2S+1 = 1
Total charge = +1
HOMO level (spin up / spin down) = -10.1 / -10.1 eV
Relative energy (zero: lowest compared OMol25 entry of this formula, charge and spin) = 0.000 eV


(3)
C33H34F6N11O4RuS5 as an isolated structure. Source: the OMol25 dataset; level of theory: ωB97M-V/def2-TZVPD.

Each line ends with the Mulliken spin population.
CARTESIAN COORDINATES (ANGSTROEM)
Ru -0.56939 -0.30218 0.37359  2.458
N 2.14410 2.83723 1.54951  -0.003
C 1.45789 1.69567 1.34968  0.028
S -0.26220 1.86567 1.08989  0.129
N 2.11356 0.56486 1.44041  0.039
N 1.30048 -0.50277 1.19304  -0.127
C 1.62615 -1.67335 1.65091  0.048
C 2.83155 -1.94507 2.46116  0.033
C 2.70246 -2.64406 3.66043  0.021
C 3.81286 -2.90505 4.44770  -0.005
C 5.06754 -2.48204 4.03529  0.011
C 5.20352 -1.78815 2.84025  -0.007
C 4.09351 -1.51057 2.06102  0.017
C 0.66132 -2.75572 1.34568  0.046
C 0.95130 -4.10229 1.48978  0.031
C -0.00519 -5.03753 1.12828  0.005
C -1.22858 -4.61252 0.63696  0.010
C -1.45198 -3.25394 0.50765  0.004
N -0.53127 -2.35765 0.85430  -0.081
H 1.71895 3.69348 1.23113  0.000
H 3.14897 2.78158 1.52225  -0.001
H 1.72289 -2.96438 3.99425  0.001
H 3.69645 -3.44009 5.38061  0.000
H 5.93627 -2.68557 4.64671  0.001
H 6.17969 -1.45098 2.51788  0.000
H 4.19857 -0.95237 1.14142  0.008
H 1.92319 -4.40436 1.85008  0.002
H 0.21007 -6.09362 1.21970  0.000
H -1.99358 -5.31249 0.33641  0.001
H -2.37254 -2.85303 0.10395  0.017
S -1.93158 -0.41389 -1.68648  0.436
C -3.41126 -0.02898 -0.93404  0.050
N -4.49389 0.06182 -1.77555  0.474
N -5.57557 0.65611 -1.30771  0.333
C -5.69397 1.79938 -0.49932  -0.032
C -6.94549 2.06874 0.04961  0.064
C -7.11796 3.18586 0.84706  -0.034
C -6.04855 4.03948 1.09278  0.074
C -4.81250 3.77492 0.51722  -0.044
C -4.62598 2.66096 -0.28431  0.053
N -3.60806 0.08849 0.37649  0.209
N -2.53942 -0.11071 1.13111  0.519
C -2.76174 0.14498 2.49590  -0.053
C -3.84280 0.90995 2.93902  0.094
C -3.99478 1.15575 4.29268  -0.054
C -3.08842 0.64770 5.21571  0.093
C -2.01851 -0.11899 4.77273  -0.051
C -1.85551 -0.37071 3.42237  0.130
H -6.42366 0.34958 -1.76547  -0.018
H -7.77311 1.39457 -0.13610  -0.002
H -8.08873 3.38797 1.27911  -0.001
H -6.18324 4.91387 1.71455  0.004
H -3.97920 4.44564 0.67864  -0.001
H -3.67088 2.49124 -0.75841  0.024
H -4.53513 1.31135 2.21367  0.024
H -4.82854 1.75749 4.62992  -0.001
H -3.21229 0.85014 6.27085  0.007
H -1.30675 -0.52222 5.48146  -0.002
H -1.02296 -0.97754 3.08158  -0.040
C 2.70558 -1.86167 -6.22857  0.001
C 1.87469 -0.88442 -5.40547  -0.002
N 1.20289 -1.52062 -4.28232  0.008
C 1.74387 -1.80690 -3.09003  0.011
S 0.78373 -2.48914 -1.86923  0.028
N 3.04687 -1.55271 -2.91823  0.007
C 3.72145 -1.64546 -1.62952  -0.008
C 4.25496 -3.04092 -1.34535  0.001
H 3.21952 -1.33540 -7.03270  0.000
H 2.07100 -2.62949 -6.67003  0.000
H 3.45508 -2.36313 -5.61506  0.000
H 1.09591 -0.43648 -6.01947  0.000
H 2.47503 -0.04721 -5.04416  0.000
H 0.20246 -1.63273 -4.31384  -0.001
H 3.52227 -1.03776 -3.64102  0.000
H 3.01018 -1.33716 -0.86179  0.007
H 4.53180 -0.91682 -1.64827  0.000
H 3.43121 -3.75450 -1.32212  0.000
H 4.75868 -3.05961 -0.37781  0.000
H 4.96722 -3.35393 -2.10957  0.000
F 3.92171 1.41632 -3.03019  0.000
C 3.24967 2.35914 -2.34581  0.003
F 3.70816 2.35093 -1.09162  0.000
F 3.52788 3.53427 -2.89024  0.000
S 1.44588 1.96617 -2.41209  0.012
O 1.30992 0.85133 -1.50067  -0.003
O 1.15984 1.70631 -3.79587  -0.002
N 0.91554 3.31839 -1.84753  -0.002
S -0.48185 3.95400 -2.25616  -0.005
O -1.60957 3.16821 -1.83753  -0.003
O -0.50730 4.54335 -3.55920  0.000
C -0.40441 5.37117 -1.08077  0.002
F 0.63783 6.15485 -1.32591  0.000
F -1.51974 6.09202 -1.20706  0.000
F -0.32403 4.95795 0.19026  0.003

## Properties
2S+1 = 6
Total charge = 0
HOMO level (spin up / spin down) = -7.1 / -8.0 eV
Relative energy (zero: lowest compared OMol25 entry of this formula, charge and spin) = 0.000 eV